[1]
The following is a quantum chemistry calculation of 2 unconnected molecules or ions with the total composition C2H5FIN in a non-equilibrium geometry, from the OMol25 dataset.

Element x y z (Å)
I1 2.378 -0.063 0.214
F1 0.419 1.118 -1.470
N1 -0.579 -1.597 -0.692
C1 0.415 0.414 -0.314
C2 -0.513 0.968 0.709
H1 -0.023 -2.133 0.032
H2 -0.422 2.084 0.618
H3 -0.220 -1.962 -1.610
H4 -0.056 0.823 1.746
H5 -1.399 0.348 0.767

Values from the calculation:
HOMO-LUMO gap (spin up / spin down)	0.28429 / 0.29787	Eh
multiplicity	3
expectation value of S²	2.009
charge	0
E_HOMO (spin up / spin down)	-0.263 / -0.363	Ha
LUMO (spin up / spin down)	0.6 / -1.8	eV

The net atomic charges from Mulliken, expressed in e, are: 0.0723, -0.2400, -0.5125, 0.2066, -0.9803, 0.2600, 0.3020, 0.2580, 0.3038, 0.3301

---

[2]
The following is a quantum chemistry calculation of 10 unconnected molecules or ions with the total composition C39H80F3N7O13S2 in a non-equilibrium geometry, from the OMol25 dataset.

Element x y z (Å)
S1 -1.072 -5.871 1.056
S2 -2.766 -3.744 -4.729
F1 -0.828 -4.663 3.492
F2 0.944 -5.637 2.767
F3 0.457 -3.723 1.825
O1 -1.883 1.217 -7.932
O2 -3.199 -2.510 -5.319
O3 1.999 2.751 3.004
O4 -1.349 -7.239 1.617
O5 -2.175 -1.235 0.227
O6 -0.193 -5.882 -0.091
O7 -2.773 -3.670 -3.298
O8 -0.948 2.037 -3.743
O9 3.181 6.272 6.716
O10 -1.419 -4.076 -5.140
O11 -3.712 -4.829 -5.050
O12 -2.289 -5.096 0.822
O13 -1.045 -2.485 -1.134
N1 4.158 2.758 -2.953
N2 2.238 5.335 3.870
N3 -2.518 -0.470 4.151
N4 -1.847 -0.098 -5.470
N5 3.209 -5.431 -1.435
N6 -6.597 0.140 -1.365
N7 -1.563 5.066 0.405
C1 0.172 -0.724 0.054
C2 3.251 6.390 4.222
C3 -3.753 1.597 3.582
C4 -4.349 0.235 -1.746
C5 -1.121 3.991 1.080
C6 -2.553 3.285 -0.436
C7 3.520 -2.926 -1.140
C8 1.554 1.533 2.335
C9 3.953 -4.225 -1.822
C10 -1.336 -0.431 -4.060
C11 4.122 -5.700 0.888
C12 -0.785 -0.349 -6.498
C13 1.842 4.228 4.908
C14 -2.422 1.657 -9.178
C15 -1.101 -1.504 -0.358
C16 -0.075 -4.882 2.372
C17 -1.683 2.838 0.505
C18 3.134 2.548 -2.080
C19 1.192 3.046 4.146
C20 -3.240 -1.891 6.088
C21 -5.443 0.745 -1.032
C22 2.822 6.841 7.947
C23 2.867 -5.607 -0.006
C24 -0.064 -1.052 4.664
C25 4.562 1.539 -3.505
C26 3.284 -7.963 -1.749
C27 3.717 0.569 -2.993
C28 -2.991 -0.430 5.540
C29 -2.397 4.663 -0.582
C30 -0.391 0.688 -3.587
C31 -2.393 0.901 3.604
C32 -6.275 -0.762 -2.350
C33 0.015 3.039 -3.356
C34 -1.364 -1.357 3.835
C35 -4.930 -0.741 -2.583
C36 -1.287 -0.101 -7.908
C37 2.858 1.185 -2.105
C38 2.854 7.081 5.614
C39 3.976 -6.581 -1.899
H1 -2.222 -0.568 -3.441
H2 -0.107 -1.192 5.744
H3 3.034 -8.108 -0.698
H4 -4.340 -1.369 -3.235
H5 2.123 0.787 -1.422
H6 -0.418 -1.359 -6.314
H7 1.478 5.895 3.501
H8 3.581 -2.997 -0.053
H9 -7.536 0.417 -1.125
H10 1.115 2.172 4.794
H11 0.343 2.872 -2.329
H12 -3.748 2.374 2.817
H13 1.759 6.751 8.174
H14 2.373 -7.944 -2.348
H15 4.981 -6.520 -1.472
H16 4.491 3.645 -3.297
H17 2.377 -4.675 0.273
H18 -2.140 0.893 2.543
H19 4.959 -5.035 0.675
H20 0.695 -1.725 4.262
H21 0.054 0.302 -6.253
H22 -3.309 0.507 -1.657
H23 -3.940 0.091 5.664
H24 3.870 -5.633 1.947
H25 -1.601 1.628 -9.897
H26 5.013 -4.390 -1.607
H27 -4.066 2.092 4.502
H28 -1.648 1.452 4.183
H29 4.229 5.909 4.244
H30 4.217 -6.458 -2.957
H31 -3.032 2.596 -1.116
H32 -3.693 -2.524 5.326
H33 3.799 -0.458 -3.316
H34 2.623 4.929 3.024
H35 -2.054 -0.781 -8.281
H36 0.049 0.359 -0.016
H37 -0.827 -1.394 -4.097
H38 -3.151 0.944 -9.569
H39 -0.097 0.544 -2.547
H40 -1.673 -2.394 3.961
H41 0.553 -0.983 1.043
H42 -5.458 1.585 -0.352
H43 3.418 8.015 5.616
H44 -2.335 -2.423 6.384
H45 -1.302 6.017 0.613
H46 1.025 -0.942 -0.591
H47 -1.463 1.824 0.802
H48 4.133 -2.101 -1.501
H49 2.202 -6.446 0.191
H50 -0.407 -0.204 -8.546
H51 3.873 -8.822 -2.070
H52 -0.389 4.046 -3.451
H53 0.511 0.801 -4.190
H54 3.964 -4.004 -2.890
H55 1.182 4.784 5.572
H56 5.417 1.544 -4.164
H57 -2.279 0.122 6.159
H58 -0.428 4.168 1.889
H59 3.074 7.902 7.984
H60 1.754 0.661 2.956
H61 3.414 6.206 8.604
H62 -7.070 -1.381 -2.737
H63 -2.632 -0.717 -5.648
H64 0.873 2.977 -4.028
H65 -2.875 2.646 -9.238
H66 3.284 7.122 3.415
H67 0.509 1.645 2.044
H68 -2.844 5.395 -1.238
H69 -3.862 -1.733 6.969
H70 -1.078 -1.217 2.793
H71 -2.190 0.854 -5.491
H72 2.758 3.940 5.422
H73 0.229 -0.032 4.414
H74 2.709 3.422 -1.609
H75 0.169 3.228 3.814
H76 -4.579 0.945 3.295
H77 1.789 7.308 5.540
H78 4.473 -6.728 0.779
H79 2.116 1.420 1.409
H80 2.447 -2.764 -1.255

Values from the calculation:
HOMO-LUMO gap	0.03811	Eh
charge	-2
E_HOMO	0.005	Ha
LUMO	1.2	eV

Atomic partial charges in e from the Mulliken method, atoms 1 to 99: 1.0237, 1.1123, -0.2380, -0.2557, -0.1309, -0.2485, -0.7688, -0.4420, -0.7368, -0.7936, -0.5647, -0.5264, -0.4894, -0.1822, -0.7528, -0.7222, -0.5961, -0.6794, 0.0245, -0.1590, 0.4543, 0.2621, 0.3092, 0.0426, 0.2357, 0.4579, -1.1586, -1.6230, 0.6496, -0.8973, -1.1305, -1.2372, -0.4579, -0.5388, -0.6510, -1.2782, -0.5675, -0.8375, -0.8185, 0.5525, 0.4385, 1.7211, -1.4607, 0.1643, -1.3907, -0.9223, -0.7796, -0.0494, -0.8132, -0.7039, -1.2547, -0.8109, -0.4728, -0.9547, 0.5141, 1.1985, -0.9570, -0.5234, 0.4342, -0.2093, -0.7705, 0.6174, -0.9022, -0.6012, -0.4938, 0.3392, 0.2431, 0.3037, 0.5116, 0.4005, 0.4534, 0.2540, 0.2028, 0.3194, -0.0493, 0.4303, 0.3150, 0.3302, 0.4453, 0.2085, -0.5153, -0.6845, 0.2760, 0.3989, 0.3214, 0.0229, 0.4415, 0.3954, 0.3116, 0.4170, 0.3822, -0.1244, 0.3251, 0.4332, 0.4731, 0.3610, 0.5570, 0.2318, 0.4711

---

[3]
The following is a quantum chemistry calculation of a molecular structure, C24H24ClHgN4O2STe in a non-equilibrium geometry, from the OMol25 dataset.

Element x y z (Å)
Hg1 -0.680 1.376 -1.352
Te1 1.413 0.950 0.895
Cl1 2.006 -5.921 -1.631
S1 2.126 1.567 -3.075
O1 -2.642 -2.581 1.813
O2 -1.413 -0.822 1.098
N1 -2.080 -0.307 -1.885
N2 -0.488 0.421 -3.937
N3 1.985 2.166 -5.643
N4 0.259 0.886 -4.945
C1 -2.325 -0.808 -3.107
C2 -2.840 -0.663 -0.862
C3 2.520 4.064 6.382
C4 1.752 2.038 5.102
C5 1.055 -0.088 3.988
C6 1.693 3.446 2.714
C7 -1.728 -0.923 -5.595
C8 -4.166 -2.084 -2.225
C9 1.570 4.247 1.448
C10 0.036 -2.588 -0.610
C11 2.076 3.390 5.109
C12 -1.698 -2.034 1.200
C13 1.993 4.087 3.912
C14 -3.392 -1.698 -3.304
C15 -0.664 -4.329 0.878
C16 1.489 2.056 2.698
C17 1.443 1.366 3.925
C18 0.878 -3.476 -1.267
C19 -0.743 -3.006 0.461
C20 0.183 -5.229 0.246
C21 1.364 1.502 -4.589
C22 -1.456 -0.387 -4.206
C23 -3.890 -1.566 -0.970
C24 0.941 -4.785 -0.824
H1 2.715 5.124 6.212
H2 1.773 5.305 1.629
H3 0.801 -0.378 5.010
H4 -1.285 -4.645 1.706
H5 3.439 3.603 6.753
H6 -3.601 -2.102 -4.285
H7 0.563 4.143 1.039
H8 1.870 -0.725 3.639
H9 1.737 1.828 -6.560
H10 0.203 -0.278 3.333
H11 -1.530 -1.998 -5.631
H12 1.481 -3.156 -2.107
H13 2.962 2.340 -5.488
H14 -2.595 -0.207 0.092
H15 -4.461 -1.850 -0.096
H16 1.741 1.495 6.044
H17 -2.765 -0.743 -5.890
H18 2.171 5.159 3.914
H19 -0.021 -1.559 -0.942
H20 -1.066 -0.417 -6.290
H21 1.766 3.975 7.169
H22 -4.980 -2.789 -2.356
H23 0.254 -6.258 0.575
H24 2.254 3.867 0.687

Values from the calculation:
HOMO-LUMO gap (spin up / spin down)	0.17400 / 0.19966	Eh
multiplicity	2
expectation value of S²	0.763
charge	-2
E_HOMO (spin up / spin down)	-0.014 / -0.040	Ha
LUMO (spin up / spin down)	4.4 / 4.4	eV

The net atomic charges from Mulliken, expressed in e, are: 0.3749, -0.0584, -0.2863, -0.4490, -0.8224, -0.6219, -0.1285, 0.7874, -0.4880, -1.1682, 0.2479, -0.5530, -1.3904, -0.9913, -1.4677, 0.9981, -1.3532, -0.5589, -1.5483, 0.1286, 0.7617, 0.3712, -1.0541, -0.4687, -0.3826, -0.4446, 1.3558, -1.1030, 0.1372, -0.6007, 0.1864, 0.3047, -0.7972, 0.5014, 0.3354, 0.3331, 0.3726, 0.4201, 0.2910, 0.3303, 0.2627, 0.3443, 0.2346, 0.1863, 0.2782, 0.4814, 0.2230, 0.9288, 0.3859, 0.2785, 0.3096, 0.1532, 0.5748, 0.4127, 0.3107, 0.3779, 0.3949, 0.3609

---

[4]
The following is a quantum chemistry calculation of a single C3H5N3 molecule in a non-equilibrium geometry, from the OMol25 dataset.

Element x y z (Å)
N1 -0.077 -0.899 -0.332
N2 -0.997 -0.388 0.302
N3 1.148 -0.815 0.285
C1 2.459 1.291 0.325
C2 -2.268 -0.572 -0.324
C3 1.776 0.205 0.311
H1 -2.910 -1.048 0.394
H2 2.461 1.998 1.121
H3 -2.736 0.373 -0.565
H4 3.343 1.050 -0.305
H5 -2.199 -1.184 -1.201

Values from the calculation:
HOMO-LUMO gap	0.38085	Eh
SMILES	C=C=N/N=N/C
charge	0
E_HOMO	-0.341	Ha
LUMO	1.1	eV

The net atomic charges from Mulliken, expressed in e, are: -0.1382, -0.0728, -0.2721, -0.9843, -0.6064, 0.6952, 0.2361, 0.3034, 0.2390, 0.2206, 0.3795

---

charge of number 2 (C39H80F3N7O13S2)? -2

---

Number 1 is which compound? C2H5FIN